[1]
Entry from OMol25: a 6-piece molecular cluster, C28H49BO16 overall (ωB97M-V/def2-TZVPD).

Results
HOMO-LUMO gap ... 9.9 eV
E_tot ... -63267.5075 eV
2S+1 ... 1
E_HOMO ... -9.61 eV

Last column: Löwdin charge in e.
Positions of all 94 atoms, in Å:
B  5.47487  -1.98566  -0.09588  -0.018
C  4.83024  -0.93152  0.83707  -0.231
C  3.29713  -0.99009  0.57381  -0.207
C  2.85382  -0.18739  -0.66749  -0.202
C  1.61321  0.66235  -0.40378  -0.199
C  0.33656  -0.18406  -0.33249  -0.190
C  -0.82724  0.53060  0.35148  -0.173
C  -1.84275  -0.42173  0.95125  -0.246
O  -2.38477  -1.17588  -0.11257  -0.214
C  -3.36625  -2.12523  0.23795  -0.094
H  5.59224  -3.11617  0.27241  0.029
H  5.80563  -1.70957  -1.21504  0.022
H  5.02358  -1.15904  1.88957  0.094
H  5.18486  0.08557  0.64173  0.093
H  2.78127  -0.61817  1.46383  0.099
H  2.98250  -2.03629  0.46442  0.108
H  3.67857  0.44643  -1.01271  0.112
H  2.62353  -0.86999  -1.49102  0.095
H  1.74965  1.19901  0.54246  0.097
H  1.50363  1.41655  -1.19175  0.115
H  0.04622  -0.46119  -1.34973  0.099
H  0.54713  -1.12275  0.19633  0.121
H  -0.45072  1.17578  1.15368  0.094
H  -1.34349  1.18270  -0.36328  0.120
H  -1.34861  -1.10060  1.66427  0.128
H  -2.63147  0.12331  1.48939  0.123
H  -3.06753  -3.11157  -0.12957  0.075
H  -3.50397  -2.19591  1.32259  0.092
H  -4.32750  -1.85839  -0.21584  0.087
C  -2.68129  -1.22538  -3.30887  -0.012
C  -3.48054  -0.48708  -4.34396  -0.312
C  -4.62630  0.35403  -3.80881  -0.090
O  -5.59035  0.28696  -4.86475  0.059
C  -5.36085  -0.84186  -5.57845  -0.572
O  -6.08990  -1.27378  -6.41107  0.160
O  -4.19390  -1.40517  -5.20184  0.082
H  -2.29786  -0.53744  -2.55549  0.081
H  -3.31509  -1.95660  -2.80432  0.081
H  -1.83394  -1.74379  -3.75356  0.071
H  -2.83618  0.11604  -4.98992  0.158
H  -4.36870  1.39313  -3.62431  0.136
H  -5.05851  -0.08913  -2.90779  0.136
C  4.74992  -3.88466  -4.19995  -0.016
C  3.61211  -3.04713  -4.71907  -0.317
C  3.76271  -1.54621  -4.53274  -0.086
O  2.40823  -1.11783  -4.35572  0.059
C  1.69147  -2.16232  -3.88270  -0.570
O  0.58289  -2.08012  -3.45982  0.152
O  2.40705  -3.30165  -3.96644  0.088
H  5.68426  -3.56054  -4.66058  0.094
H  4.83688  -3.77053  -3.11928  0.085
H  4.59929  -4.93768  -4.43073  0.088
H  3.38860  -3.28047  -5.76382  0.157
H  4.19261  -1.03181  -5.38759  0.138
H  4.32534  -1.30722  -3.62804  0.126
C  0.07607  3.64802  5.99970  -0.016
C  0.94676  3.35548  4.80940  -0.321
C  0.22818  2.79306  3.59669  -0.085
O  1.23311  1.96331  3.00179  0.036
C  2.10793  1.59231  3.96704  -0.563
O  2.95308  0.76870  3.82460  0.163
O  1.88164  2.29110  5.09735  0.089
H  -0.73525  4.31534  5.70688  0.087
H  -0.34498  2.72042  6.38888  0.095
H  0.64662  4.12786  6.79331  0.089
H  1.53232  4.23105  4.52651  0.138
H  -0.09297  3.54531  2.88177  0.141
H  -0.61928  2.16628  3.88653  0.140
C  -4.30459  -5.72751  -2.50722  -0.015
C  -3.62239  -6.06553  -1.20885  -0.330
C  -3.49592  -7.54558  -0.89004  -0.091
O  -3.56456  -7.56560  0.53882  0.063
C  -4.22175  -6.45539  0.95200  -0.567
O  -4.58318  -6.25457  2.06416  0.167
O  -4.40604  -5.61083  -0.08760  0.068
H  -3.79110  -6.22158  -3.33322  0.094
H  -5.34127  -6.06412  -2.48442  0.095
H  -4.29085  -4.65482  -2.69204  0.078
H  -2.64609  -5.57677  -1.13758  0.154
H  -2.55849  -7.99205  -1.20908  0.137
H  -4.33817  -8.11473  -1.29178  0.138
C  1.94529  9.92487  4.20894  -0.021
C  1.29660  8.72879  4.85147  -0.319
C  1.81502  7.37354  4.39799  -0.087
O  0.64964  6.54775  4.50420  0.029
C  -0.44879  7.34068  4.40970  -0.564
O  -1.55554  6.92893  4.28961  0.169
O  -0.09269  8.63745  4.47137  0.091
H  3.02413  9.88708  4.36652  0.093
H  1.74546  9.92854  3.13736  0.094
H  1.56809  10.85155  4.63658  0.088
H  1.32405  8.79969  5.94209  0.159
H  2.60315  6.96526  5.02482  0.139
H  2.13841  7.39390  3.35433  0.141

[2]
Entry from OMol25: a 7-piece molecular cluster, C38H43BBrF18N3O16 overall in a non-equilibrium geometry (ωB97M-V/def2-TZVPD).

Results
HOMO-LUMO gap ... 7.6 eV
E_tot ... -196960.2091 eV
2S+1 ... 1
E_HOMO ... -9.48 eV

Last column: Löwdin charge in e.
Positions of all 120 atoms, in Å:
C  4.29065  -0.54399  -0.40440  -0.075
N  3.05019  -1.29286  -0.88851  -0.110
C  3.47844  -2.75413  -0.81045  -0.107
B  1.90394  -1.07563  0.04715  -0.441
O  1.82221  -1.98568  1.20194  0.029
C  0.77125  0.09962  -0.11068  0.102
C  -0.76219  -0.12896  0.24335  -0.083
C  -1.24356  -1.56793  0.78453  -0.252
N  -0.96502  -1.77212  2.25471  -0.012
C  -1.85647  0.98399  0.13440  -0.425
Br  -3.77794  0.69738  0.60543  0.733
C  -1.43703  2.40840  -0.33929  -0.037
C  0.07772  2.70263  -0.70692  0.050
C  1.14447  1.56128  -0.59367  -0.077
O  2.50818  1.94312  -0.96261  -0.034
C  2.59445  1.73303  -2.38458  -0.205
N  2.75762  1.88996  -3.58059  0.191
C  0.44063  4.21973  -1.15314  -0.250
O  1.28721  4.51182  -2.03486  0.058
C  -0.41709  5.35714  -0.37596  0.021
C  -1.79200  5.08956  -0.03757  0.023
C  -2.45430  3.66851  -0.45491  -0.279
O  -3.63891  3.58244  -0.86580  0.018
H  4.04251  0.01757  0.57587  0.106
H  5.20950  -1.21974  -0.32173  0.104
H  4.52860  0.26728  -1.19138  0.068
H  2.59819  -3.47990  -0.88678  0.101
H  4.04215  -2.98722  0.17351  0.098
H  4.25004  -2.88494  -1.66748  0.093
H  2.16985  -1.53315  2.00765  0.119
H  -0.69544  -2.37630  0.15213  0.121
H  -2.36661  -1.76271  0.63675  0.085
H  -0.17006  -1.19534  2.56884  0.064
H  -0.72209  -2.78145  2.33286  0.084
H  0.08897  6.34913  -0.06230  0.128
H  -2.37148  5.89309  0.54223  0.124
C  -7.84450  1.59983  4.85682  -0.064
C  -7.13029  0.86588  5.97349  -0.201
O  -6.20190  -0.09045  5.43698  0.027
C  -4.99371  0.39429  5.07546  -0.359
O  -4.67043  1.55162  5.17387  0.163
C  -4.09517  -0.73287  4.57165  -0.515
F  -4.74041  -1.57880  3.73782  0.141
F  -3.61897  -1.48954  5.58626  0.152
F  -3.02278  -0.28139  3.89629  0.120
H  -8.32033  0.89078  4.17372  0.084
H  -8.60718  2.26735  5.26113  0.076
H  -7.14419  2.19284  4.26341  0.082
H  -7.85555  0.30311  6.56548  0.130
H  -6.63056  1.56036  6.65306  0.090
C  5.93046  2.88398  -3.47565  -0.062
C  6.33791  2.82259  -2.01709  -0.201
O  7.69761  2.37752  -1.88987  0.021
C  8.64869  3.32494  -2.04347  -0.365
O  8.41874  4.48456  -2.27841  0.164
C  10.03748  2.72571  -1.83409  -0.508
F  10.18822  1.53598  -2.45617  0.152
F  10.29835  2.50818  -0.52535  0.152
F  11.02272  3.52121  -2.29341  0.156
H  6.10416  1.92131  -3.96401  0.088
H  4.87478  3.14307  -3.57061  0.051
H  6.52003  3.62735  -4.01811  0.080
H  5.71743  2.09207  -1.49314  0.098
H  6.19308  3.78474  -1.51775  0.129
C  -7.56353  3.73024  11.73660  -0.062
C  -6.81743  4.87870  11.08622  -0.206
O  -6.32835  4.49443  9.79212  0.021
C  -7.21236  4.58277  8.77400  -0.359
O  -8.35329  4.95145  8.89692  0.166
C  -6.54818  4.19393  7.45523  -0.488
F  -5.78045  3.08518  7.56553  0.134
F  -5.73853  5.17026  6.99116  0.165
F  -7.43974  3.94139  6.47398  0.149
H  -6.93534  2.83615  11.77345  0.084
H  -7.86591  3.99240  12.75265  0.084
H  -8.45765  3.46824  11.16566  0.078
H  -5.94410  5.13725  11.68858  0.126
H  -7.43892  5.77593  11.01881  0.126
C  2.23836  -1.98239  -7.83479  -0.061
C  1.66375  -2.82381  -6.71217  -0.205
O  2.68333  -3.64810  -6.12635  0.020
C  3.45990  -3.05550  -5.19257  -0.364
O  3.34465  -1.90821  -4.84392  0.164
C  4.46295  -4.05400  -4.62005  -0.508
F  5.04800  -4.81126  -5.57489  0.139
F  3.88111  -4.91635  -3.75587  0.151
F  5.46668  -3.46013  -3.94339  0.145
H  2.74081  -2.61577  -8.57085  0.084
H  1.45014  -1.41566  -8.33482  0.084
H  2.98453  -1.27909  -7.45715  0.079
H  0.90394  -3.49909  -7.11118  0.125
H  1.17745  -2.20458  -5.95321  0.127
C  -6.90289  1.23546  -2.22436  -0.060
C  -7.89544  0.10252  -2.05201  -0.204
O  -8.83241  0.40677  -1.00722  0.019
C  -9.88263  1.18105  -1.35887  -0.364
O  -10.06195  1.61707  -2.46805  0.165
C  -10.81909  1.38211  -0.16957  -0.508
F  -10.15359  1.65637  0.97414  0.149
F  -11.56241  0.28001  0.07605  0.154
F  -11.68697  2.39522  -0.35542  0.157
H  -6.41288  1.46479  -1.27398  0.060
H  -6.14068  0.97287  -2.96101  0.086
H  -7.40235  2.14980  -2.55370  0.081
H  -7.36836  -0.80432  -1.74780  0.125
H  -8.41334  -0.12515  -2.98791  0.126
C  7.41754  -6.25218  -4.72046  -0.058
C  8.15093  -6.99381  -3.62023  -0.197
O  9.07966  -7.93634  -4.17815  0.020
C  10.28027  -7.43805  -4.54751  -0.364
O  10.59583  -6.27988  -4.43889  0.164
C  11.18146  -8.55246  -5.07446  -0.508
F  10.53276  -9.39221  -5.91078  0.152
F  11.67389  -9.31555  -4.07315  0.154
F  12.24427  -8.08406  -5.75665  0.156
H  6.93940  -6.95687  -5.40617  0.091
H  6.65658  -5.59623  -4.30094  0.049
H  8.10719  -5.64753  -5.31469  0.088
H  7.43732  -7.56900  -3.02648  0.127
H  8.65580  -6.30464  -2.93749  0.127

[3]
Entry from OMol25: a single C16H21N5O4 molecule (ωB97M-V/def2-TZVPD).

Results
Energy above the lowest of the compared OMol25 structures with the same formula, charge and spin ... 0.0 kcal/mol
HOMO-LUMO gap ... 8.8 eV
E_tot ... -32574.3457 eV
2S+1 ... 1
E_HOMO ... -8.45 eV

Last column: natural (NBO) charge in e.
Positions of all 46 atoms, in Å:
O  1.47399  1.95240  -4.11797  -0.619
C  1.58602  1.86860  -2.91233  0.686
N  2.59397  2.55549  -2.25182  -0.644
C  2.86181  2.56292  -0.90538  0.804
O  3.77239  3.19989  -0.43666  -0.600
N  2.00759  1.80285  -0.12670  -0.462
C  0.95247  1.05016  -0.61364  0.691
C  0.73377  1.08775  -2.03918  -0.449
C  -0.30870  0.37914  -2.61846  0.228
N  -1.14129  -0.37737  -1.95232  -0.542
C  -2.28619  -1.08058  -2.45213  -0.220
H  -2.06265  -2.15302  -2.49206  0.195
H  -2.53911  -0.74134  -3.45879  0.211
C  -3.45106  -0.82654  -1.47644  -0.210
N  -2.97211  -0.98503  -0.12062  -0.471
C  -2.93403  -2.35237  0.36375  -0.249
C  -1.94952  -2.40714  1.55755  -0.226
N  -1.76581  -1.10936  2.17999  -0.613
H  -1.10426  -0.55957  1.63882  0.382
C  -3.02538  -0.40399  2.24971  -0.235
C  -3.60651  -0.10643  0.84683  -0.230
H  -3.37838  0.92264  0.55522  0.195
H  -4.70399  -0.22830  0.85697  0.165
H  -3.71907  -1.02851  2.82079  0.184
H  -2.87801  0.52730  2.79867  0.208
H  -2.33550  -3.09708  2.31613  0.186
H  -0.97313  -2.76839  1.23399  0.202
H  -2.59223  -3.01076  -0.43542  0.199
H  -3.93830  -2.69060  0.67264  0.165
H  -4.29318  -1.49316  -1.71862  0.185
H  -3.78864  0.20527  -1.59993  0.205
H  -0.42162  0.45902  -3.69518  0.227
O  0.25261  0.40464  0.16429  -0.679
H  -1.03161  -0.40065  -0.92875  0.469
C  2.30361  1.75377  1.30032  -0.260
C  3.49543  0.89327  1.56646  0.269
C  3.86682  -0.31415  1.05119  -0.312
C  5.10710  -0.63371  1.65576  -0.312
C  5.39081  0.40180  2.48951  0.085
O  4.42204  1.33005  2.43924  -0.390
H  6.21627  0.58907  3.14676  0.202
H  5.69786  -1.51071  1.48856  0.227
H  3.32531  -0.90085  0.33709  0.225
H  1.41124  1.35501  1.79231  0.253
H  2.51368  2.76501  1.65599  0.242
H  3.21553  3.11357  -2.82616  0.431

[4]
Entry from OMol25: H2ORb as an isolated structure (ωB97M-V/def2-TZVPD).

Results
Energy above the lowest of the compared OMol25 structures with the same formula, charge and spin ... 2.7 kcal/mol
HOMO-LUMO gap ... 12.3 eV
Total charge ... +1
E_tot ... -2730.0065 eV
2S+1 ... 1
E_HOMO ... -16.50 eV

Last column: natural (NBO) charge in e.
Positions of all 4 atoms, in Å:
Rb  -0.09595  1.39011  1.87951  0.998
O  -0.21307  -0.23937  -0.41938  -0.987
H  0.68162  -0.01743  -0.70731  0.481
H  -0.37261  -1.13331  -0.75283  0.508

[5]
Entry from OMol25: a single C7H7F2N molecule in a non-equilibrium geometry (ωB97M-V/def2-TZVPD).

Results
Energy above the lowest of the compared OMol25 structures with the same formula, charge and spin ... 60.2 kcal/mol
HOMO-LUMO gap ... 9.1 eV
E_tot ... -14293.2319 eV
2S+1 ... 1
E_HOMO ... -8.26 eV

Last column: natural (NBO) charge in e.
Positions of all 17 atoms, in Å:
C  -0.23873  1.31366  -0.56692  -0.175
C  1.07975  1.05465  -0.53850  -0.221
C  -1.34844  0.29147  -0.24799  0.053
C  2.00806  -0.69582  1.24690  -0.176
C  -1.63546  -0.54181  -1.25678  0.111
C  1.01756  -1.34140  0.60133  -0.169
C  1.64161  -0.25246  -0.16350  0.240
N  -1.91356  0.50215  0.96059  -0.812
F  -2.56893  -1.50946  -1.16143  -0.344
F  2.59845  -0.65228  -1.08265  -0.372
H  -0.62164  2.36267  -0.55655  0.210
H  1.65984  1.92464  -0.66795  0.217
H  -1.31165  0.96473  1.69501  0.394
H  2.84571  -0.71204  1.97554  0.243
H  -0.95728  -0.50228  -2.14158  0.184
H  0.22392  -1.97784  0.54176  0.226
H  -2.47922  -0.22858  1.36271  0.391